# 1
C11H15NOsP as an isolated structure. Source: the OMol25 dataset; level of theory: ωB97M-V/def2-TZVPD.

```
29
C11H15NOsP (ωB97M-V/def2-TZVPD)
Os -0.882 -1.258 -0.151
P -3.020 -1.659 -0.072
N 0.584 0.507 -0.074
C 0.178 4.182 -0.302
C 0.264 1.825 0.276
C 2.691 -2.969 -0.246
C -1.014 3.372 1.645
C -0.683 4.421 0.781
C 0.719 -2.077 -1.310
C 0.234 -3.059 -0.114
C 1.592 -3.616 0.371
C 0.655 2.888 -0.559
C -0.546 2.075 1.395
C 2.215 -2.049 -1.201
H 0.248 -2.217 -2.287
H -0.845 1.245 2.038
H 1.334 0.333 -0.742
H 1.316 2.693 -1.407
H -1.630 3.573 2.523
H 0.500 -0.222 0.661
H -3.943 -1.085 0.977
H 3.753 -3.157 -0.114
H 1.697 -4.457 1.056
H -1.075 5.431 0.951
H -3.859 -1.406 -1.215
H -0.591 -3.843 -0.248
H -3.143 -3.152 0.106
H 0.483 5.005 -0.953
H 2.771 -1.323 -1.786
```

Results
F_max: 0.092 Eh/bohr
multiplicity: 5
energy above the lowest of the compared OMol25 structures with the same formula, charge and spin: 2.051 eV
molecular weight: 382.45 Da
orbital gap (alpha / beta): 7.4 / 6.4 eV
highest occupied orbital energy (alpha / beta): -11.32 / -11.70 eV
net charge: +1
E_LUMO (alpha / beta): -0.1436 / -0.1966 Ha

---

# 2
C5H8AlMgO5 as an isolated structure. Source: the OMol25 dataset; level of theory: ωB97M-V/def2-TZVPD.

```
20
C5H8AlMgO5 (ωB97M-V/def2-TZVPD)
Al -1.469 2.190 -3.783
Mg 0.135 -1.628 -0.780
O -1.617 0.953 -3.114
O -1.704 -0.672 -0.649
O 0.244 -0.067 0.840
O 1.849 -1.942 -0.001
O -0.057 -0.484 -2.454
C 1.607 0.074 1.294
C -1.973 0.122 0.470
C -0.889 0.434 -2.246
C 2.166 -1.349 1.207
C -0.688 0.870 0.744
H -0.579 1.293 -1.032
H 3.260 -1.263 1.359
H -2.729 0.894 0.226
H -0.705 1.610 1.555
H 1.590 0.499 2.306
H 1.773 -1.922 2.072
H -2.323 -0.352 1.407
H 2.108 0.742 0.580
```

Results
F_max: 0.335 Eh/bohr
multiplicity: 2
energy above the lowest of the compared OMol25 structures with the same formula, charge and spin: 7.836 eV
molecular weight: 199.40 Da
orbital gap (alpha / beta): 5.3 / 2.9 eV
highest occupied orbital energy (alpha / beta): -15.32 / -15.31 eV
net charge: +2
E_LUMO (alpha / beta): -0.3687 / -0.4562 Ha

---

# 3
C43H47BaBr2N9O8STe as an isolated structure. Source: the OMol25 dataset; level of theory: ωB97M-V/def2-TZVPD.

```
112
C43H47BaBr2N9O8STe (ωB97M-V/def2-TZVPD)
Ba 12.259 13.044 13.673
Te 15.507 17.681 11.709
Br 7.075 12.596 10.662
Br 9.869 13.719 6.100
S 15.596 12.421 13.822
O 14.873 12.761 12.547
O 16.536 9.653 8.355
O 13.151 11.729 18.043
O 12.246 12.294 16.130
O 16.950 13.002 13.991
O 9.887 12.234 11.888
O 13.879 15.555 14.671
O 12.155 15.594 13.250
N 12.455 17.309 14.687
N 13.373 18.046 15.482
N 12.310 13.288 10.750
N 8.058 14.256 14.907
N 14.573 10.503 10.302
N 9.747 12.824 15.564
N 14.436 12.629 14.841
N 13.191 9.994 12.301
N 9.841 14.971 16.327
C 16.208 10.671 13.765
C 17.577 8.258 14.380
C 7.463 15.603 14.944
C 14.223 10.099 8.950
C 13.391 14.527 9.032
C 17.109 17.439 10.279
C 12.254 14.361 8.247
C 13.853 10.201 11.388
C 13.239 12.112 16.891
C 8.831 12.594 9.855
C 18.082 16.503 10.518
C 11.175 13.131 10.045
C 17.511 10.466 13.309
C 8.819 12.925 8.519
C 18.551 7.134 14.726
C 18.193 9.288 13.672
C 9.962 12.560 10.695
C 11.167 13.582 8.689
C 15.594 9.689 14.490
C 12.882 16.090 14.159
C 11.551 18.805 10.624
C 7.947 11.950 14.183
C 14.063 19.555 9.624
C 18.339 18.104 8.314
C 19.185 16.379 9.702
C 19.401 17.223 8.648
C 16.200 8.471 14.735
C 15.231 9.111 8.403
C 7.163 13.135 14.743
C 13.348 13.918 10.289
C 11.642 19.799 9.657
C 13.929 18.545 10.555
C 14.612 12.518 16.263
C 12.715 18.181 11.097
C 8.658 16.560 14.871
C 9.976 13.363 7.958
C 16.899 10.076 9.697
C 9.467 16.336 16.125
C 15.928 11.014 10.331
C 12.899 20.152 9.143
C 17.228 18.220 9.130
C 9.216 14.085 15.622
C 9.030 11.633 15.173
H 14.298 17.905 15.080
H 14.795 13.478 16.645
H 10.603 18.542 11.055
H 7.900 12.887 7.975
H 14.994 8.806 7.391
H 6.876 15.813 15.838
H 18.038 11.271 12.868
H 19.546 7.529 14.526
H 15.116 8.204 9.031
H 15.759 7.752 15.404
H 14.143 10.984 8.289
H 11.966 17.912 14.074
H 19.915 15.603 9.926
H 15.432 11.847 16.570
H 14.996 19.847 9.166
H 17.952 15.862 11.387
H 6.893 15.689 14.018
H 18.460 6.799 15.767
H 14.169 15.225 8.793
H 9.794 10.894 14.850
H 6.441 13.376 14.025
H 8.603 11.133 16.083
H 10.366 16.964 16.135
H 9.247 16.349 13.945
H 16.442 18.948 8.878
H 19.250 9.225 13.514
H 8.398 12.216 13.214
H 16.237 11.133 11.337
H 7.290 11.081 14.065
H 10.613 12.680 16.033
H 12.139 14.849 7.264
H 14.201 14.165 10.926
H 12.723 17.353 11.811
H 18.462 6.202 14.198
H 16.940 9.187 10.315
H 13.001 20.827 8.298
H 8.921 16.734 16.997
H 17.850 10.564 9.615
H 20.263 17.092 7.984
H 15.918 12.045 9.878
H 13.444 17.511 16.336
H 14.652 9.932 14.871
H 18.439 18.666 7.395
H 13.223 9.689 8.884
H 6.679 12.871 15.685
H 10.783 20.235 9.176
H 8.310 17.602 14.879
```

Results
F_max: 0.056 Eh/bohr
energy above the lowest of the compared OMol25 structures with the same formula, charge and spin: 1.519 eV
molecular weight: 1274.71 Da
orbital gap: 6.1 eV
highest occupied orbital energy: -2.62 eV
net charge: -2
E_LUMO: 0.1288 Ha

---

# 4
C43H38AlBrN2O4S2 as an isolated structure. Source: the OMol25 dataset; level of theory: ωB97M-V/def2-TZVPD.

```
91
C43H38AlBrN2O4S2 (ωB97M-V/def2-TZVPD)
Br -1.229 -5.065 -0.155
S -0.324 0.252 -2.101
S -0.446 1.191 1.392
Al -2.236 -0.959 -0.225
O -1.563 0.580 0.480
O -0.939 -1.441 2.775
O -1.634 -2.222 0.818
O -1.584 -0.664 -1.867
N -4.067 -0.229 0.337
N -3.450 -2.378 -1.074
C 2.265 3.906 -1.067
C 0.189 -6.169 3.525
C 1.659 0.218 -0.268
C -0.297 -6.133 2.229
C -0.661 2.785 3.533
C 3.494 -2.439 1.610
C 1.045 -1.974 -1.146
C 2.520 -0.405 0.676
C -2.597 2.826 2.095
C 0.181 -0.134 -3.753
C -1.328 2.357 2.394
C -3.269 5.047 5.099
C 4.397 4.154 -2.173
C -0.662 -4.926 1.654
C 1.912 -2.574 -0.283
C 3.640 1.945 -1.582
C 3.258 4.714 -1.667
C -1.284 3.678 4.387
C 0.330 -4.994 4.245
C -0.576 -3.726 2.381
C 1.444 0.597 -5.643
C 0.197 3.687 0.178
C 0.925 -0.572 -1.128
C 1.094 4.461 -0.500
C -3.214 3.707 2.966
C -4.639 -2.492 -0.206
C 0.167 -1.435 -5.747
C 2.649 -1.820 0.662
C 4.004 -0.288 2.572
C -2.577 4.135 4.132
C 1.516 1.703 -0.325
C 2.469 2.499 -1.009
C -1.045 -2.362 1.988
C -0.259 -1.250 -4.442
C 0.429 2.303 0.289
C 1.456 -0.713 -7.786
C 4.586 2.757 -2.140
C 3.210 0.344 1.657
C -0.050 -3.796 3.677
C -5.197 -1.083 -0.099
C 1.020 0.805 -4.346
C 1.022 -0.523 -6.364
C 4.158 -1.689 2.539
H -3.744 -2.145 -2.021
H -6.046 -1.036 0.580
H 0.028 -2.871 4.231
H 5.164 4.782 -2.604
H 2.538 -0.617 -7.879
H -4.207 4.074 2.737
H -3.788 5.856 4.585
H 2.032 -3.651 -0.299
H 4.525 0.286 3.326
H 0.340 2.422 3.739
H -5.377 -3.199 -0.582
H 3.778 0.871 -1.554
H -5.523 -0.749 -1.086
H 2.095 1.320 -6.116
H 1.338 1.678 -3.787
H 1.009 0.057 -8.418
H 0.724 -5.015 5.252
H -4.018 4.492 5.666
H -3.994 -0.246 1.355
H 4.813 -2.167 3.255
H -0.174 -2.299 -6.302
H -2.562 5.473 5.807
H 3.604 -3.516 1.592
H -2.967 -3.274 -1.123
H 1.155 -1.686 -8.167
H -0.763 4.016 5.273
H 0.928 5.528 -0.583
H -0.394 -7.045 1.657
H 0.465 -7.118 3.964
H -4.231 0.744 0.096
H -0.682 4.127 0.630
H -3.086 2.519 1.179
H -0.932 -1.952 -3.967
H 5.493 2.331 -2.545
H -4.297 -2.829 0.775
H 0.452 -2.565 -1.833
H 3.105 5.785 -1.704
H 3.092 1.420 1.679
```

Results
F_max: 0.019 Eh/bohr
energy above the lowest of the compared OMol25 structures with the same formula, charge and spin: 0.651 eV
molecular weight: 817.81 Da
orbital gap: 8.1 eV
highest occupied orbital energy: -13.12 eV
net charge: +2
E_LUMO: -0.1863 Ha